Entry from the OMol25 dataset: a 6-piece molecular cluster, C9H26F2N10O7S overall (ωB97M-V with the def2-TZVPD basis set).

The charge is 0. For the molar mass, the calculation gives 456.43 g/mol. The calculation puts the highest occupied orbital energy at -9.4 eV. Its total energy is -55261.638 eV. Its SMILES is O=C(F)O[C@@H](S)CCF.NC(N)=O.NC(N)=O.NC(N)=O.NC(N)=O.NC(N)=O.

Element x y z (Å)
C (2.7717, 1.6627, 4.2944)
H (4.5205, 0.0062, -1.6773)
N (4.0804, 1.9983, 4.1947)
H (-3.0492, 1.6257, -3.5654)
H (2.0046, -5.4901, -1.1096)
N (1.9786, 2.6293, 4.8186)
N (-5.2873, 2.9937, 2.1516)
H (0.3049, -5.4397, -1.4460)
F (5.8074, -1.8341, 0.8774)
H (4.4536, 2.8855, 4.4800)
H (0.3154, -2.0064, -2.1958)
H (3.1614, -0.9374, -0.8893)
C (-4.9732, 0.9336, -3.9822)
H (-6.1480, 3.5171, 2.1565)
O (2.4453, -3.0925, -1.5504)
H (-5.9683, 1.8016, -5.5169)
H (2.3137, 3.5279, 5.1153)
C (4.0831, 0.4788, 0.5587)
C (5.1607, -1.8162, -0.4147)
H (-4.0208, 0.3380, 0.9023)
O (-6.2232, 1.4629, 0.7744)
O (-5.8588, 0.1492, -3.6732)
H (4.4860, -2.7583, -0.4470)
N (-4.0798, 1.1906, 1.4409)
H (-1.3645, -1.6520, 0.7367)
O (2.3403, 0.5752, 3.9399)
H (-4.8768, -1.5235, 0.6191)
H (3.6383, -0.1413, 1.4315)
C (4.2271, -0.5238, -0.6864)
C (6.2457, 1.3241, -0.0049)
H (0.9980, 2.4188, 4.9094)
H (5.9294, -1.9285, -1.2744)
H (-4.9246, -1.1433, -1.0743)
N (-3.7894, 0.9905, -3.3287)
H (-2.8206, -1.8170, 1.6645)
O (-2.4683, -1.1377, -1.4211)
N (1.1877, -4.9663, -1.3807)
H (-3.2763, 1.4965, 1.9596)
H (-4.3857, 2.4653, -5.2752)
H (2.3358, 1.6670, -1.1225)
N (-2.3714, -1.6334, 0.7850)
N (-5.1003, 1.8139, -5.0060)
N (0.2304, -2.9904, -1.9967)
H (-3.6579, 0.3493, -2.5605)
C (-5.2601, 1.8565, 1.4135)
C (-3.0399, -1.3579, -0.3611)
F (5.9704, 2.2359, -1.0881)
N (-4.3894, -1.3450, -0.2413)
O (7.3593, 0.7360, 0.0391)
S (2.7701, 1.7886, 0.2010)
H (-4.5070, 3.3340, 2.6835)
O (5.3307, 1.0489, 1.0431)
H (4.7042, 1.3065, 3.8095)
C (1.3574, -3.6470, -1.6373)
H (-0.6712, -3.4262, -2.0733)

In elementary charge units, the Löwdin charges are:
1 C -0.71
2 H 0.13
3 N 0.16
4 H 0.10
5 H 0.11
6 N 0.15
7 N 0.15
8 H 0.10
9 F -0.10
10 H 0.10
11 H 0.11
12 H 0.10
13 C -0.70
14 H 0.11
15 O 0.01
16 H 0.11
17 H 0.09
18 C -0.60
19 C -0.14
20 H 0.04
21 O 0.02
22 O 0.01
23 H 0.11
24 N 0.16
25 H 0.11
26 O 0.01
27 H 0.11
28 H 0.13
29 C -0.17
30 C -0.36
31 H 0.10
32 H 0.13
33 H 0.12
34 N 0.16
35 H 0.10
36 O 0.01
37 N 0.15
38 H 0.10
39 H 0.09
40 H -0.12
41 N 0.16
42 N 0.14
43 N 0.16
44 H 0.06
45 C -0.70
46 C -0.70
47 F 0.05
48 N 0.16
49 O 0.12
50 S 0.70
51 H 0.09
52 O -0.05
53 H 0.10
54 C -0.68
55 H 0.10



Entry from the OMol25 dataset: a 6-piece molecular cluster, C39H44F15N3O16PS overall (ωB97M-V with the def2-TZVPD basis set).

The charge is -1. For the molar mass, the calculation gives 1158.80 g/mol. The calculation puts the highest occupied orbital energy at -5.4 eV. Its total energy is -139273.256 eV.

Element x y z (Å)
O (0.2077, 6.3894, -0.2694)
F (1.3549, 9.3290, 1.2889)
H (11.4745, -2.2422, -3.8774)
H (0.9740, 5.8672, -2.1452)
O (2.1942, -1.1419, 2.8663)
O (2.0539, 7.5864, -0.7267)
F (11.8319, -4.8345, -8.0065)
H (3.0519, -3.6752, -3.8601)
F (6.1865, -2.3462, -0.4763)
C (2.3921, 2.8713, 6.4833)
C (-0.5469, 0.7511, 0.9270)
O (4.3471, -4.0835, -1.5749)
H (-4.4358, -0.4078, 1.7818)
C (0.3268, 1.2093, 2.0488)
H (4.0327, -3.4827, -5.3028)
H (8.8146, -1.3771, -5.1504)
O (2.5964, 2.3201, 1.7512)
F (9.8382, -5.0707, -7.2249)
H (-9.4115, 0.6299, 0.0917)
H (4.2674, -5.8251, -3.3269)
C (11.3000, -3.6022, -6.0335)
C (-10.9398, 3.4694, 1.3263)
H (0.8946, 4.6136, 6.7173)
H (3.2920, -3.0526, 0.5757)
H (-1.0667, 0.6549, 6.2665)
H (-3.1028, -0.2114, 5.5562)
C (0.7670, 1.8155, 4.5575)
C (1.6460, 4.4607, -0.6361)
O (12.1741, -2.7971, -6.1852)
N (1.8595, 1.0194, 4.7925)
C (-7.0917, -4.1817, -1.6611)
H (2.8848, -4.8336, -5.1876)
H (2.5615, 5.0024, -0.3909)
C (2.9787, -1.0467, 1.6562)
C (-1.9345, 0.3368, 1.1149)
C (3.5970, -4.2241, -4.6297)
C (-4.7528, 1.0768, 3.3740)
C (4.6807, -5.0910, -4.0214)
C (0.6126, 5.3949, -1.2295)
F (-12.9578, 3.1692, 0.0793)
H (-4.0661, 1.9746, 3.4181)
F (-13.1481, 4.0132, 2.0530)
H (-4.6898, -2.6340, -1.1181)
F (-0.5839, 9.1151, 0.3640)
H (2.4801, -1.1561, -0.4630)
H (4.8021, -2.4065, 1.4840)
C (3.6821, -2.5026, 1.4693)
C (0.3466, 3.0511, 5.1787)
H (-6.2143, 2.2858, 3.0234)
O (-6.5184, -3.8040, -2.8052)
C (0.3664, 0.8471, -0.3440)
C (-8.8666, 1.2503, 0.8070)
F (-12.3203, 5.2002, 0.4520)
H (-3.9457, -3.1175, -2.6302)
O (-7.1905, -3.4964, -0.6830)
O (-3.4875, 0.7278, -0.6612)
C (-12.3460, 3.9606, 0.9799)
O (-10.4868, 3.4142, 2.4345)
O (10.3620, -3.5395, -5.0819)
H (9.8283, -0.3476, -4.1172)
C (9.8376, -1.1780, -4.8245)
H (2.8873, -4.2307, 2.3434)
H (5.1935, -5.6457, -4.8082)
C (1.1819, 3.6608, 6.2233)
C (10.4426, -2.4136, -4.1904)
H (1.8957, 3.6631, -1.3376)
H (-5.8991, -2.1899, -3.8929)
C (-7.6434, -5.6022, -1.7912)
F (11.5149, -5.9661, -6.1971)
H (3.5375, 1.0657, 6.0478)
F (-6.7677, -6.4425, -2.3746)
H (4.2071, -3.6875, 3.1094)
C (-2.4477, 0.3766, 2.5148)
F (-7.9585, -6.1407, -0.6039)
H (3.1422, 3.2237, 7.2303)
C (1.7177, 1.5370, 1.4205)
H (-4.1984, -1.3972, -2.2753)
C (6.5377, -3.0489, -1.5605)
C (1.0277, 7.4331, -0.1254)
N (3.3494, -3.3735, 2.6507)
C (0.4499, 8.4249, 0.8851)
O (5.6793, -4.2838, -3.3733)
O (-10.2760, 3.1453, 0.2134)
O (0.0779, 1.0619, -1.4802)
H (-9.3361, 1.1000, 1.7810)
H (9.8766, -2.6833, -3.2980)
F (-0.0097, 7.8177, 1.9934)
H (-6.6915, -1.7575, -2.3857)
O (-5.8992, 1.4639, 2.6016)
C (-1.5718, 0.8370, 3.6438)
C (2.6039, 1.6328, 5.7672)
C (-4.6269, -2.3925, -2.1775)
F (7.0486, -2.1668, -2.4405)
H (-8.4189, 2.8305, -0.5694)
F (7.5566, -3.8494, -1.1871)
H (2.8349, -0.9606, 3.5735)
N (1.6987, 0.6656, 0.2405)
H (-0.6042, 3.5414, 4.8686)
H (-8.3947, 3.3457, 1.1085)
H (-5.0046, 0.8388, 4.4489)
P (-2.1849, 0.8758, 5.4176)
H (1.2920, 4.0129, 0.2935)
C (11.1207, -4.8687, -6.8716)
H (10.3999, -0.8714, -5.7083)
C (5.3734, -3.8496, -2.1448)
S (-2.9946, 2.5825, 5.9040)
H (3.7737, -0.2482, 1.7356)
H (-3.9128, -0.9751, 3.4689)
H (-7.8349, 0.9012, 0.8650)
C (-8.9150, 2.7057, 0.3934)
C (-3.9303, -0.1177, 2.7363)
C (1.9834, -0.7701, 0.4791)
C (-2.7934, -0.1469, -0.1063)
H (-0.2843, 4.8321, -1.4909)
C (-0.1784, 1.2805, 3.4156)
C (-5.9885, -2.4595, -2.8391)
H (1.0755, -1.4124, 0.6487)
O (-2.7443, -1.3709, -0.5275)
F (-8.7649, -5.6315, -2.5409)

Atom charges from the Löwdin analysis, given in e for atoms 1 to 99:
1 O 0.03
2 F 0.16
3 H 0.13
4 H 0.12
5 O -0.08
6 O 0.16
7 F 0.16
8 H 0.08
9 F 0.16
10 C -0.07
11 C 0.03
12 O 0.17
13 H 0.12
14 C 0.00
15 H 0.08
16 H 0.08
17 O 0.10
18 F 0.16
19 H 0.08
20 H 0.13
21 C -0.39
22 C -0.39
23 H 0.10
24 H 0.10
25 H -0.01
26 H -0.01
27 C -0.26
28 C -0.05
29 O 0.17
30 N 0.12
31 C -0.40
32 H 0.08
33 H 0.08
34 C -0.30
35 C 0.04
36 C -0.06
37 C -0.29
38 C -0.20
39 C -0.19
40 F 0.15
41 H 0.07
42 F 0.16
43 H 0.07
44 F 0.15
45 H 0.13
46 H 0.10
47 C -0.18
48 C -0.05
49 H 0.09
50 O 0.02
51 C -0.33
52 C -0.06
53 F 0.15
54 H 0.09
55 O 0.17
56 O -0.02
57 C -0.52
58 O 0.17
59 O 0.03
60 H 0.09
61 C -0.06
62 H 0.06
63 H 0.12
64 C -0.02
65 C -0.20
66 H 0.09
67 H 0.12
68 C -0.52
69 F 0.16
70 H 0.11
71 F 0.15
72 H 0.06
73 C -0.09
74 F 0.15
75 H 0.09
76 C -0.33
77 H 0.07
78 C -0.52
79 C -0.39
80 N -0.02
81 C -0.52
82 O 0.03
83 O 0.03
84 O 0.16
85 H 0.08
86 H 0.12
87 F 0.16
88 H 0.12
89 O -0.09
90 C -0.25
91 C -0.15
92 C -0.07
93 F 0.15
94 H 0.13
95 F 0.15
96 H 0.08
97 N -0.01
98 H 0.07
99 H 0.12



Entry from the OMol25 dataset: C16H13BF4IrN3OS2 as an isolated structure (ωB97M-V with the def2-TZVPD basis set).

The charge is +1. As for the spin multiplicity: 2. For the molar mass, the calculation gives 606.46 g/mol. The calculation puts the highest occupied orbital energy (spin up / spin down) at -12.1 / -12.3 eV. Its total energy is -59374.565 eV.

Element x y z (Å)
H (-2.5802, -0.0464, 4.7639)
H (-2.3155, 3.9504, 3.2150)
C (3.1923, 0.2694, -5.3654)
H (-1.0567, 3.0264, 1.2925)
H (-3.0566, 2.3784, 5.0189)
C (-1.4212, 2.3865, 2.0825)
H (1.4112, -1.6037, 1.2004)
C (1.1142, -0.9525, 3.0829)
C (-0.2346, 0.7085, -3.9568)
H (1.0362, 0.0535, 3.4917)
F (-0.9556, -1.9493, -2.4831)
C (2.4590, 0.6937, -3.1007)
H (3.4934, 0.6794, -2.7841)
H (2.0205, -1.4053, 3.4795)
N (0.2071, 0.0845, -7.3388)
C (-1.5913, 0.1958, 2.8939)
S (-1.1651, 1.0550, -1.4488)
B (0.1995, -2.4194, -1.9301)
C (1.4264, 0.8739, -2.1597)
C (-2.1087, 2.8915, 3.1587)
O (1.2913, -0.7516, 1.6543)
N (-1.1523, 1.0674, 1.9569)
N (4.0359, 0.0794, -6.1209)
F (0.3037, -1.5652, -0.5184)
C (2.1396, 0.4976, -4.4116)
C (0.0767, 0.8779, -2.5823)
C (-2.5212, 2.0137, 4.1523)
Ir (-0.0921, 0.2687, 0.3108)
C (0.7721, 0.5008, -4.8473)
S (1.7536, 1.1504, -0.5100)
C (-1.3488, -1.2765, 2.6728)
F (1.3364, -2.0439, -2.5832)
C (-2.2559, 0.6640, 4.0146)
H (-1.2663, 0.7014, -4.2812)
F (0.1661, -3.6826, -1.4573)
H (-2.2245, -1.8421, 2.9892)
H (-0.2488, -1.7168, 4.4978)
H (0.0438, -2.8300, 3.1678)
H (-1.2393, -1.4749, 1.6019)
C (-0.1069, -1.7774, 3.4163)
C (0.4626, 0.2693, -6.2349)

In elementary charge units, the Löwdin charges are:
1 H 0.14
2 H 0.13
3 C -0.14
4 H 0.12
5 H 0.13
6 C -0.09
7 H 0.12
8 C -0.17
9 C -0.02
10 H 0.13
11 F 0.18
12 C -0.02
13 H 0.14
14 H 0.14
15 N 0.22
16 C -0.26
17 S 0.79
18 B -1.12
19 C -0.63
20 C -0.02
21 O -0.24
22 N -0.08
23 N 0.22
24 F -0.21
25 C -0.14
26 C -0.64
27 C 0.00
28 Ir 0.99
29 C -0.14
30 S 0.83
31 C -0.12
32 F 0.20
33 C 0.02
34 H 0.14
35 F 0.21
36 H 0.14
37 H 0.13
38 H 0.13
39 H 0.09
40 C -0.14
41 C -0.14